The following is a quantum chemistry calculation of a structure of composition C12H18Cl5IN3O4PPdS2 at a distorted geometry, from the Open Molecules 2025 dataset.

XYZ file:
```
47
Properties=species:S:1:pos:R:3:mulliken_charge:R:1
Pd -0.5920 1.2885 2.1795 -0.10
Cl -1.2528 1.2443 5.2003 -0.17
C -2.0180 -0.0345 4.3075 1.21
C -1.8784 -0.1228 2.9113 -1.52
C -2.6017 -1.1613 2.3267 1.35
Cl -2.6309 -1.3765 0.6035 -0.15
C -3.3712 -2.0743 3.0586 -0.16
Cl -4.2581 -3.3517 2.2744 -0.23
C -3.4487 -1.9694 4.4360 0.50
Cl -4.3861 -3.1019 5.3655 -0.24
C -2.7731 -0.9330 5.0643 -0.30
Cl -2.8962 -0.7817 6.7929 -0.23
C 0.7621 2.7886 -1.3230 -0.82
N 0.9051 1.6033 -2.1707 0.77
C 1.7388 1.8040 -3.3296 -1.33
P 0.4636 0.1312 -1.5856 0.08
O -0.5311 0.2120 -0.5098 -0.54
N 1.7638 -0.8458 -1.2474 0.38
C 3.1412 -0.3568 -1.2629 -0.85
C 1.5343 -1.7254 -0.0883 -0.85
N -0.1657 -0.5809 -2.9986 0.15
C -0.2427 -2.0322 -3.0230 -0.93
C -1.4462 -0.0010 -3.3802 -1.01
H 1.7186 3.0940 -0.8960 0.25
H 0.0791 2.5862 -0.5032 -0.01
H 0.3496 3.5985 -1.9366 0.31
H 2.7375 2.1590 -3.0477 0.36
H 1.2890 2.5654 -3.9798 0.28
H 1.8303 0.8842 -3.9054 0.40
H 3.3380 0.2406 -2.1501 0.31
H 3.8068 -1.2257 -1.3029 0.35
H 3.3636 0.2372 -0.3767 0.22
H 0.5187 -2.1178 -0.0975 0.26
H 1.6742 -1.1889 0.8545 0.15
H 2.2367 -2.5631 -0.1530 0.33
H 0.7192 -2.4671 -2.7617 0.26
H -0.5113 -2.3653 -4.0313 0.36
H -1.0042 -2.4229 -2.3315 0.24
H -1.4260 1.0810 -3.2537 0.34
H -2.2688 -0.3874 -2.7652 0.24
H -1.6551 -0.2261 -4.4313 0.34
O 3.4786 1.1822 2.8327 -0.68
S 2.1178 1.2997 2.3431 0.79
O 1.9929 1.2866 0.8895 -0.37
O 1.1986 0.2182 2.9216 -0.69
S 1.1169 2.9721 2.9511 -0.48
I -2.5169 2.9368 1.5296 -0.55
```

Results
E_tot, a.u.: -4797.74353
Charge: -2
Energy relative to the best compared isomer or geometry (same formula, charge and spin), kJ/mol: 113.3
2S+1: 1
Orbital gap, hartree: 0.216
LUMO level, eV: 4.220